*one*
The ion C4H6NO with charge +1, computed with the ωB97M-V functional and the def2-TZVPD basis.

Summary:
HOMO energy ... -16.062 eV
SMILES string ... Cc1c(=O)[n+]1C
E_LUMO ... -0.222 hartree
Frontier orbital gap ... 10.0248 eV
Charge ... +1

Structure (XYZ):
```
12
Properties=species:S:1:pos:R:3:mulliken_charge:R:1
C -0.3079 0.7116 0.1827 0.509
C -1.5924 0.1770 0.1513 0.453
C 0.6920 1.7720 0.0021 -1.031
C 0.2680 -1.8189 -0.0741 -0.657
N -0.3514 -0.6059 0.1205 -0.018
O -2.7245 -0.0499 -0.0427 -0.325
H 1.6089 1.3356 0.0470 0.377
H 0.4158 2.5935 0.7246 0.337
H 0.6830 2.3143 -1.0719 0.343
H -0.2161 -2.2984 0.7693 0.336
H 1.2888 -1.7566 0.1733 0.336
H 0.2358 -2.3743 -0.9822 0.341
```

***

*two*
The ion C4H6NO with charge +1, computed with the ωB97M-V functional and the def2-TZVPD basis.

Summary:
HOMO energy ... -15.859 eV
SMILES string ... C=CC#[N+]CO
E_LUMO ... -0.204 hartree
Frontier orbital gap ... 10.3050 eV
Charge ... +1

Structure (XYZ):
```
12
Properties=species:S:1:pos:R:3:mulliken_charge:R:1
C -0.4110 -0.2021 -0.2974 0.686
C -2.6414 0.1479 0.4733 -0.563
C -1.8029 -0.4458 -0.4215 -0.384
C 2.0668 0.3184 -0.3521 -0.209
N 0.6488 0.3153 -0.1979 -0.012
O 2.6851 -0.6784 0.3543 -0.444
H -3.7330 0.0628 0.5954 0.299
H -2.1727 0.5418 1.3140 0.282
H -2.0892 -1.1021 -1.1908 0.378
H 2.2021 1.3946 -0.0913 0.307
H 2.3221 0.1912 -1.4132 0.325
H 2.9253 -0.5435 1.2272 0.335
```

***

Which structure is most stable? *two*, by 0.0365 hartree over the runner-up.